# 1
68
Properties=species:S:1:pos:R:3:lowdin_charge:R:1 method="wB97M-V/def2-TZVPD" orbital_gap_ev=7.18 relative_energy_kcal_mol=0.0 e_tot_ha=-1621.91428 e_lumo_ev=-6.977 charge=+2 molar_mass_g_mol=589.05 e_homo_ev=-14.2
Pd -0.3133 -1.5922 0.3043 1.194
C -1.6288 -5.4091 1.8820 -0.013
C -0.4197 -6.0644 2.0704 0.003
C 0.7704 -5.4039 1.8105 0.037
C 0.7262 -4.0940 1.3646 -0.203
N -0.4576 -3.4700 1.1778 -0.038
C -1.6074 -4.1081 1.4287 -0.084
C 1.8744 -3.2328 1.0877 -0.164
C 3.2108 -3.5891 1.2683 0.013
C 4.2211 -2.6627 1.0651 -0.028
C 3.9186 -1.3602 0.6920 -0.030
C 2.5944 -0.9725 0.4946 -0.078
C 1.6275 -1.9313 0.6693 -0.118
H -2.5709 -5.8979 2.0819 0.127
H -0.4036 -7.0874 2.4218 0.132
H 1.7172 -5.9027 1.9546 0.126
H -2.5183 -3.5458 1.2656 0.127
H 3.4599 -4.5953 1.5788 0.124
H 5.2507 -2.9566 1.2134 0.125
H 4.7065 -0.6311 0.5586 0.125
H 2.3515 0.0422 0.2117 0.109
C -2.8155 3.3839 -0.7407 -0.020
C -1.5568 4.1400 -1.0698 -0.217
C -1.4906 5.5206 -0.8851 -0.020
C -0.3463 6.2379 -1.1936 -0.046
C 0.7748 5.5926 -1.6988 -0.054
C 0.7438 4.2205 -1.8793 -0.011
C -0.4115 3.5155 -1.5640 -0.217
N -0.4052 2.0832 -1.7483 0.167
C -0.3177 1.2290 -0.7267 -0.351
N -0.1274 1.7243 0.5063 0.184
C -0.2283 1.0295 1.7175 -0.178
C -0.3295 -0.3480 1.8406 -0.118
C -0.4105 -0.9704 3.0870 -0.084
C -0.4397 -0.1903 4.2230 -0.041
C -0.3566 1.1942 4.1137 -0.006
C -0.2474 1.8197 2.8897 -0.187
C -0.1546 3.3188 2.7852 -0.016
N -0.4346 -0.0748 -0.8881 -0.026
C -0.7757 -0.6746 -2.1465 -0.275
C -2.1116 -1.0318 -2.3508 -0.029
C -2.4894 -1.6470 -3.5307 -0.052
C -1.5299 -1.8947 -4.5025 -0.033
C -0.2050 -1.5355 -4.2946 -0.010
C 0.2092 -0.9248 -3.1149 -0.209
C 1.6486 -0.5441 -2.9107 -0.013
H -3.6879 4.0095 -0.9194 0.093
H -2.8409 3.0913 0.3130 0.082
H -2.9210 2.4820 -1.3429 0.076
H -2.3643 6.0399 -0.5111 0.125
H -0.3323 7.3099 -1.0501 0.119
H 1.6645 6.1526 -1.9510 0.117
H 1.6054 3.6926 -2.2684 0.119
H -0.4894 1.6937 -2.6764 0.166
H -0.0365 2.7308 0.5568 0.125
H -0.4532 -2.0433 3.1772 0.096
H -0.5146 -0.6595 5.1942 0.123
H -0.3725 1.8028 5.0086 0.130
H -0.1442 3.7639 3.7769 0.095
H -1.0059 3.7427 2.2451 0.090
H 0.7629 3.6391 2.2828 0.099
H -2.8426 -0.7982 -1.5846 0.117
H -3.5224 -1.9185 -3.6978 0.119
H -1.8155 -2.3684 -5.4321 0.123
H 0.5296 -1.7354 -5.0642 0.126
H 2.2318 -0.7744 -3.7991 0.094
H 2.0854 -1.0853 -2.0710 0.064
H 1.7615 0.5233 -2.7062 0.080



# 2
73
Properties=species:S:1:pos:R:3:lowdin_charge:R:1 method="wB97M-V/def2-TZVPD" orbital_gap_ev="4.45 / 4.51" relative_energy_kcal_mol=22.8 e_tot_ha=-3002.16472 e_lumo_ev="-1.223 / -1.183" molar_mass_g_mol=622.58 e_homo_ev="-5.7 / -5.7"
Ti -0.1402 -0.1062 0.0184 0.952
C 0.7194 -0.0590 4.3863 -0.065
C -0.0934 -1.1133 4.7804 -0.072
C -0.8082 -1.8176 3.8321 -0.026
C -0.7354 -1.4606 2.4811 -0.212
C 0.0187 -0.3408 2.0729 -0.159
C 0.7640 0.3108 3.0513 -0.083
C -1.4242 -2.2155 1.4313 -0.198
C -2.2121 -3.3441 1.7221 0.008
C -2.8184 -4.0541 0.7348 0.015
C -2.6231 -3.6727 -0.6061 -0.153
C -3.2012 -4.3915 -1.6688 -0.031
C -2.9658 -4.0326 -2.9670 -0.068
C -2.1225 -2.9477 -3.2364 -0.046
C -1.5589 -2.2224 -2.2174 -0.022
C -1.8040 -2.5422 -0.8701 -0.157
N -1.2470 -1.7880 0.1571 0.034
H 1.3141 0.4682 5.1218 0.106
H -0.1538 -1.3963 5.8231 0.105
H -1.4199 -2.6486 4.1579 0.099
H 1.4192 1.1327 2.7780 0.085
H -2.3393 -3.6505 2.7484 0.105
H -3.4284 -4.9194 0.9609 0.125
H -3.8337 -5.2388 -1.4341 0.115
H -3.4192 -4.5847 -3.7793 0.108
H -1.9034 -2.6745 -4.2600 0.116
H -0.9015 -1.4021 -2.4610 0.002
S 0.5219 0.4734 -2.3298 0.671
C -0.8603 1.5642 -2.3736 -0.858
N -1.2233 1.9697 -3.5644 -0.021
N -2.1029 3.0283 -3.5948 -0.025
C -1.9373 4.2417 -2.9857 -0.266
C -2.9112 5.2392 -3.1519 -0.043
C -2.7071 6.5104 -2.6508 -0.113
C -1.5424 6.8284 -1.9605 -0.130
C -0.5839 5.8411 -1.7746 -0.116
C -0.7731 4.5624 -2.2705 -0.064
N -1.4916 1.9987 -1.2747 -0.029
N -1.4355 1.2924 -0.1191 -0.144
C -2.1698 1.9336 0.9055 -0.252
C -2.3898 3.3151 0.8745 -0.024
C -3.0527 3.9393 1.9157 -0.075
C -3.5233 3.2028 2.9952 -0.097
C -3.3618 1.8256 3.0007 -0.082
C -2.7050 1.1915 1.9601 -0.029
H -2.7803 2.9689 -4.3320 0.126
H -3.8225 5.0044 -3.6899 0.103
H -3.4605 7.2726 -2.8073 0.096
H -1.3795 7.8291 -1.5823 0.088
H 0.3370 6.0764 -1.2516 0.086
H -0.0050 3.8119 -2.1579 0.074
H -2.0358 3.8763 0.0203 0.091
H -3.2066 5.0104 1.8823 0.104
H -4.0273 3.6952 3.8167 0.098
H -3.7624 1.2349 3.8152 0.102
H -2.6280 0.1160 1.9356 0.092
O 3.6970 1.2658 0.3206 0.182
C 2.4121 1.3628 0.1743 -0.450
O 1.6959 0.3667 0.2393 -0.121
C 1.8888 2.7558 -0.1479 -0.229
N 3.0456 3.6549 -0.2711 -0.014
C 2.9778 4.6830 0.7877 -0.175
C 2.0465 4.0781 1.8357 -0.145
C 1.0186 3.3501 0.9684 -0.108
H 1.3213 2.6400 -1.0739 0.098
H 3.1202 4.0604 -1.1931 0.134
H 4.0153 2.1932 0.1470 0.121
H 2.5602 5.6235 0.4167 0.114
H 3.9778 4.8834 1.1740 0.113
H 1.5946 4.8373 2.4704 0.118
H 2.5913 3.3702 2.4666 0.112
H 0.3259 4.0689 0.5311 0.109
H 0.4384 2.5946 1.4944 0.095



# 3
90
Properties=species:S:1:pos:R:3:lowdin_charge:R:1 method="wB97M-V/def2-TZVPD" orbital_gap_ev=7.13 relative_energy_kcal_mol=16.8 e_tot_ha=-5388.67550 e_lumo_ev=-1.050 molar_mass_g_mol=947.35 e_homo_ev=-8.2
Ti -0.9667 0.3896 0.6818 0.983
C -3.8585 -1.2555 3.4872 -0.034
C -3.7383 0.2357 3.2693 -0.557
O -4.6330 0.9172 4.1272 -0.024
P -2.0301 0.8964 3.7008 0.625
O -2.0684 2.4014 4.1302 -0.077
O -1.5895 0.1903 5.0426 -0.059
O -0.9608 0.6200 2.6233 -0.331
P -3.8093 0.8648 1.5416 0.395
O -5.2983 0.7613 1.0253 -0.068
O -3.3748 2.2739 1.8018 -0.309
O -2.8762 -0.0730 0.7465 -0.357
H -3.6803 -1.5017 4.5339 0.092
H -3.1601 -1.8135 2.8671 0.062
H -4.8759 -1.5505 3.2256 0.101
H -4.8724 1.7648 3.7292 0.099
H -2.3513 2.9437 3.3646 0.097
H -1.2574 0.8013 5.7103 0.108
H -5.3574 1.0592 0.1046 0.094
O -3.3572 2.0423 -1.0227 -0.298
S -2.2379 2.9097 -0.7376 0.575
O -2.4939 4.2251 -0.2596 -0.237
O -1.1745 2.1591 0.1275 -0.461
C -1.3410 2.9442 -2.2526 -0.256
C -1.1345 4.1649 -2.8692 -0.037
C -0.4999 4.1959 -4.1037 -0.054
C -0.0945 3.0150 -4.7023 -0.054
C -0.2851 1.7959 -4.0617 -0.077
C -0.9006 1.7320 -2.8196 -0.290
P -0.9921 0.1218 -1.9134 1.142
C -2.3878 -0.7920 -2.6223 -0.350
C -2.7516 -1.9848 -1.9941 -0.095
C -3.8101 -2.7342 -2.4856 -0.067
C -4.5225 -2.2873 -3.5915 -0.079
C -4.1811 -1.0878 -4.2005 -0.073
C -3.1157 -0.3394 -3.7173 -0.067
C 0.5005 -0.7178 -2.5671 -0.341
C 0.4410 -1.9491 -3.2092 -0.068
C 1.6026 -2.5432 -3.6976 -0.073
C 2.8255 -1.9079 -3.5548 -0.075
C 2.8956 -0.6732 -2.9139 -0.060
C 1.7414 -0.0862 -2.4245 -0.106
H -1.4798 5.0676 -2.3826 0.118
H -0.3209 5.1439 -4.5945 0.111
H 0.3903 3.0370 -5.6701 0.111
H 0.0665 0.8861 -4.5331 0.117
H -2.2186 -2.3159 -1.1099 0.103
H -4.0865 -3.6599 -1.9967 0.108
H -5.3528 -2.8693 -3.9715 0.104
H -4.7464 -0.7303 -5.0522 0.105
H -2.8605 0.6012 -4.1896 0.105
H -0.5089 -2.4532 -3.3333 0.100
H 1.5430 -3.5035 -4.1951 0.105
H 3.7241 -2.3656 -3.9494 0.105
H 3.8458 -0.1632 -2.7954 0.106
H 1.8067 0.8729 -1.9291 0.109
O -1.3595 -3.0207 2.2636 0.126
C -0.5001 -2.3355 1.7805 -0.499
O -0.6813 -1.4710 0.7763 -0.181
C 0.9501 -2.3934 2.1778 -0.075
C 1.5803 -3.5546 2.2907 0.028
C 3.0255 -3.5729 2.5625 0.052
C 3.7502 -2.4635 2.5845 -0.091
C 3.2190 -1.0913 2.3308 -0.104
C 1.6801 -1.0882 2.1854 -0.115
N 5.1614 -2.5944 3.0259 -0.330
O 5.6246 -3.6904 3.2349 0.091
O 5.7420 -1.5486 3.2838 0.043
H 1.0377 -4.4882 2.2161 0.126
H 3.5169 -4.5115 2.7818 0.124
H 3.5808 -0.4066 3.0956 0.155
H 1.1869 -0.3714 2.8383 0.135
N 6.1715 0.2651 1.0762 0.117
C 5.3606 1.0605 0.3734 -0.826
S 5.9156 2.0952 -0.8034 0.619
C 3.9068 0.8918 0.6897 -0.204
C 3.3509 -0.4825 0.8901 -0.110
C 1.8009 -0.5362 0.7283 -0.222
N 0.9776 0.6380 0.4538 -0.090
C 1.6240 1.9457 0.7647 -0.197
C 3.1112 1.9545 0.6604 -0.006
H 7.1616 0.3300 0.9048 0.102
H 5.8465 -0.2924 1.8540 0.060
H 3.8435 -1.1736 0.2010 0.156
H 1.5423 -1.3085 0.0116 0.139
H 1.2500 2.6604 0.0270 0.140
H 3.5661 2.9267 0.4937 0.112
F 0.3499 3.4896 2.3431 0.257
B 1.2074 2.4922 2.1886 -0.623
F 1.7291 1.9695 3.2973 0.247